# 1
C30H76N2O18 | ωB97M-V/def2-TZVPD

Geometry as ORCA input:
```
! wB97M-V def2-TZVPD RIJCOSX def2/J DEFGRID3
* xyz 0 1
C 2.7045 -4.1064 3.0753
N 2.9763 -5.1349 2.0250
O 4.0034 -5.0134 1.3706
O 2.1499 -5.9734 1.8895
H 1.6542 -4.0721 3.3649
H 3.0749 -3.1389 2.7362
H 3.2311 -4.1986 4.0252
C 1.2607 0.9876 4.3745
N 0.7729 -0.4124 4.6685
O 1.2434 -1.3443 4.0380
O -0.1296 -0.6234 5.4701
H 2.0832 1.1281 3.6733
H 1.4958 1.5157 5.2986
H 0.3136 1.4117 4.0410
C 6.4462 2.0345 1.7654
O 6.3218 2.5652 0.4709
C 5.5820 1.6717 -0.3479
C 3.9974 1.7246 -0.1502
O 3.4750 3.0616 -0.2837
C 2.0562 3.0438 -0.0294
H 5.5311 1.7472 2.2832
H 6.9324 2.7186 2.4608
H 6.9996 1.0956 1.7835
H 6.1113 0.7305 -0.4963
H 5.6508 2.0180 -1.3791
H 3.8442 1.2400 0.8141
H 3.5536 1.0943 -0.9208
H 1.6645 2.4251 -0.8368
H 1.5666 4.0159 -0.0886
H 1.8131 2.6782 0.9682
C 5.0539 -3.2817 -7.0368
O 6.1944 -2.8791 -6.3406
C 6.2790 -1.5140 -5.9381
C 5.2036 -1.0075 -4.9381
O 5.1800 -1.8226 -3.7218
C 4.1331 -1.4010 -2.8890
H 5.1608 -4.3295 -7.3174
H 4.9210 -2.7755 -7.9929
H 4.1088 -3.1403 -6.5125
H 6.2701 -0.9319 -6.8596
H 7.2335 -1.5029 -5.4119
H 4.2134 -1.0289 -5.3931
H 5.3648 0.0332 -4.6568
H 3.2228 -1.8668 -3.2665
H 4.0882 -0.3159 -2.7958
H 4.2604 -1.7103 -1.8516
C -3.2678 3.1458 -1.5644
O -3.2684 3.9235 -2.7567
C -3.0403 5.3405 -2.5288
C -2.8862 6.1188 -3.8587
O -1.7665 5.5279 -4.5671
C -1.5000 6.2193 -5.7919
H -3.7885 3.5737 -0.7078
H -2.2795 2.8730 -1.1943
H -3.5996 2.1535 -1.8700
H -2.1538 5.5609 -1.9340
H -3.8478 5.8227 -1.9778
H -2.7346 7.1861 -3.6970
H -3.7729 6.0802 -4.4914
H -0.5460 5.8767 -6.1927
H -1.3004 7.2658 -5.5617
H -2.3273 6.2383 -6.5012
C -6.5827 0.7942 -1.4384
O -7.0331 0.4364 -0.1175
C -6.0497 -0.2278 0.6694
C -5.7609 0.5830 1.9793
O -5.0439 1.8580 1.8520
C -5.8726 2.8919 1.2866
H -6.4929 -0.0888 -2.0711
H -5.5574 1.1598 -1.3820
H -7.2580 1.5735 -1.7918
H -5.1525 -0.2730 0.0521
H -6.3845 -1.2412 0.8911
H -5.1179 0.0437 2.6748
H -6.6990 0.7180 2.5178
H -6.7442 3.0367 1.9250
H -6.2294 2.6561 0.2840
H -5.3493 3.8345 1.1257
C -7.3001 -1.2775 5.1265
O -6.6974 -0.1399 5.7062
C -5.2923 -0.2562 5.9461
C -4.8301 0.6460 7.0848
O -4.7068 1.9562 6.6408
C -3.3756 2.2083 6.0885
H -8.3021 -0.9815 4.8159
H -7.3473 -2.1512 5.7765
H -6.7261 -1.6249 4.2675
H -4.7651 -0.0164 5.0227
H -5.0154 -1.2766 6.2114
H -3.9080 0.2017 7.4597
H -5.6218 0.5210 7.8235
H -2.5913 2.0919 6.8364
H -3.3304 3.2708 5.8495
H -3.1684 1.6508 5.1751
C 5.3522 -5.7030 -3.4349
O 4.1699 -5.8206 -2.7094
C 3.4539 -4.5950 -2.3593
C 2.1650 -4.9064 -1.5964
O 1.3044 -3.7964 -1.8248
C -0.0385 -4.0983 -1.3656
H 5.9655 -6.6029 -3.4818
H 5.9745 -4.9504 -2.9506
H 5.1262 -5.4800 -4.4776
H 3.2333 -4.0656 -3.2863
H 4.0971 -3.9209 -1.7935
H 2.3871 -5.0862 -0.5445
H 1.7246 -5.7412 -2.1416
H -0.4239 -5.0943 -1.5833
H -0.8050 -3.3693 -1.6286
H -0.0858 -4.0774 -0.2768
C 2.5101 -1.3873 0.1539
O 1.4322 -0.5293 0.3396
C 0.1543 -1.1219 0.4141
C -0.9720 -0.0332 0.6346
O -0.7494 0.7602 1.8357
C -1.9059 1.5777 2.1193
H 2.6822 -2.0078 1.0333
H 3.4718 -0.8744 0.1376
H 2.4319 -2.0594 -0.7007
H 0.1719 -1.9096 1.1673
H 0.0379 -1.7067 -0.4983
H -1.9683 -0.4649 0.5385
H -0.9117 0.6065 -0.2459
H -1.9474 2.2278 2.9933
H -2.8675 1.0743 2.0193
H -2.0525 2.2561 1.2789
*
```

Calculated values
**Kohn-Sham gap**: 9.5 eV
**SMILES**: C[N+](=O)[O-].C[N+](=O)[O-].COCCOC.COCCOC.COCCOC.COCCOC.COCCOC.COCCOC.COCCOC
**HOMO**: -0.3450 Eh
**E_LUMO**: 0.063 eV
**DFT total energy**: -72159.8716 eV


# 2
H6O3 | ωB97M-V/def2-TZVPD

Geometry as ORCA input:
```
! wB97M-V def2-TZVPD RIJCOSX def2/J DEFGRID3
* xyz 0 1
H -1.1463 1.6509 0.1398
H -0.9743 0.5576 -0.9019
H -2.1305 -0.3992 0.7762
H -3.0201 -0.5466 -0.4473
H 3.1427 -0.7118 -0.3904
H 3.6801 0.0590 0.8043
O -1.1927 0.6949 0.0268
O -2.3091 -0.9860 0.0328
O 3.9502 -0.3188 -0.0403
*
```

Calculated values
**Kohn-Sham gap**: 10.3 eV
**SMILES**: O.O.O
**HOMO**: -0.3619 Eh
**E_LUMO**: 0.472 eV
**DFT total energy**: -6238.3455 eV


# 3
C30H44BrN3P2Ru | ωB97M-V/def2-TZVPD

Geometry as ORCA input:
```
! wB97M-V def2-TZVPD RIJCOSX def2/J DEFGRID3
* xyz 4 5
C 6.7288 -2.9356 1.7962
C 5.9667 -1.8831 1.2546
C 6.6109 -1.0223 0.3291
C 7.9544 -1.2502 -0.0041
N 8.6567 -2.2486 0.5394
C 8.0716 -3.0837 1.4041
C 4.5852 -1.6837 1.6273
C 3.4833 -1.1992 1.9034
C 2.3004 -0.4803 1.7193
C 1.5499 -1.0647 0.6308
C 0.9371 -0.0914 -0.2923
C 0.4325 1.0451 0.4319
C 1.0681 1.5466 1.5483
C 1.9983 0.7714 2.2337
Ru -0.4054 -1.1253 0.8157
P -1.8501 -0.9992 -0.9435
H 6.0895 -0.1903 -0.1449
H 6.3037 -3.6439 2.5069
H 8.4771 -0.6120 -0.7340
H 8.6885 -3.9066 1.7979
H 2.5302 1.1756 3.1047
H 1.9630 -2.0004 0.2652
H 0.8771 2.5641 1.8560
H 1.0367 -0.2720 -1.3711
C -3.6480 -0.3852 -0.8451
C -4.4478 -0.0096 -2.1036
H -3.5842 0.4818 -0.1690
H -4.2049 -1.1603 -0.2960
H -5.5054 0.1368 -1.8355
H -4.1094 0.9276 -2.5627
H -4.4420 -0.7925 -2.8704
C -1.2809 -0.1912 -2.5258
C -0.6081 -1.0617 -3.5776
H -0.5439 0.5261 -2.1543
H -2.0744 0.4228 -2.9752
H -0.0800 -0.4184 -4.2952
H 0.1159 -1.7565 -3.1368
H -1.3253 -1.6369 -4.1695
C -2.1791 -2.7548 -1.4166
C -3.1092 -3.0972 -2.5879
H -2.5712 -3.2196 -0.5003
H -1.1805 -3.1796 -1.5850
H -3.0887 -4.1826 -2.7505
H -4.1541 -2.8426 -2.3890
H -2.8215 -2.6409 -3.5392
Br -1.7836 1.7721 1.1184
P -0.2523 4.4488 -1.0377
C -1.1470 3.1030 -1.8709
C -2.0948 3.6503 -2.9354
H -1.6764 2.5097 -1.1025
H -0.3878 2.4578 -2.3227
H -2.3675 2.8760 -3.6638
H -3.0236 4.0446 -2.5035
H -1.6150 4.4631 -3.4955
C -1.0878 4.7500 0.5668
C -0.9356 6.1881 1.0674
H -0.7054 4.0294 1.3091
H -2.1525 4.5188 0.4056
H -1.6286 6.3527 1.8992
H 0.0781 6.3848 1.4340
H -1.1863 6.9061 0.2786
C 1.4109 3.8116 -0.6735
C 2.5070 4.5814 -1.4127
H 1.4233 2.7482 -0.9318
H 1.5664 3.8799 0.4077
H 3.4897 4.2979 -1.0253
H 2.4871 4.3584 -2.4824
H 2.3891 5.6587 -1.2695
N -3.2858 -5.1982 4.6373
C -2.7718 -4.2190 3.8395
C -3.5486 -3.5854 2.8568
C -3.0014 -2.5959 2.0469
N -1.6790 -2.2853 2.1138
C -0.9361 -2.8436 3.0848
C -1.4349 -3.8100 3.9328
H -4.2523 -5.4853 4.5852
H -2.7357 -5.6228 5.3676
H -4.5712 -3.9046 2.7098
H -3.6140 -2.0413 1.3277
H 0.0957 -2.4891 3.1074
H -0.7841 -4.2865 4.6418
*
```

Calculated values
**Kohn-Sham gap (alpha / beta)**: 5.6 / 4.2 eV
**HOMO (alpha / beta)**: -0.6684 / -0.6667 Eh
**E_LUMO (alpha / beta)**: -12.631 / -13.903 eV
**DFT total energy**: -127448.1129 eV


# 4
C4H3NO | ωB97M-V/def2-TZVPD

Geometry as ORCA input:
```
! wB97M-V def2-TZVPD RIJCOSX def2/J DEFGRID3
* xyz 0 1
C 1.9943 -0.4958 0.3721
C -2.0770 1.0306 -0.4521
C -2.4072 -0.1182 -0.3769
C 1.6634 0.4519 -0.5319
N 1.6487 -1.0130 1.4619
O 1.7739 1.0005 -1.6152
H -2.1039 2.1401 -0.3215
H 2.1418 -1.7970 1.8369
H -2.6340 -1.1990 -0.3732
*
```

Calculated values
**Kohn-Sham gap**: 7.5 eV
**SMILES**: N=C=C=O.C#C
**HOMO**: -0.3175 Eh
**E_LUMO**: -1.179 eV
**DFT total energy**: -7728.4847 eV


# 5
C38H31N3NiO2PSTe | ωB97M-V/def2-TZVPD

Geometry as ORCA input:
```
! wB97M-V def2-TZVPD RIJCOSX def2/J DEFGRID3
* xyz 1 3
Ni 0.4995 -0.5206 0.4538
N 2.2788 -0.5424 4.3064
C 1.3522 -0.5198 5.3827
C 1.7980 -0.2227 6.6560
C 0.8991 -0.1958 7.7151
C -0.4422 -0.4499 7.4869
C -0.8862 -0.7294 6.1996
C 0.0110 -0.7749 5.1466
S -0.5718 -1.2136 3.5371
N 0.7304 -0.7301 2.5448
C 1.9110 -0.5305 3.0033
C 2.9828 -0.2500 1.9929
C 4.3349 -0.2924 2.2807
C 5.2415 -0.0035 1.2704
C 4.7700 0.3278 0.0146
C 3.4022 0.3209 -0.1983
N 2.5270 0.0266 0.7641
H 3.2238 -0.2913 4.5350
H 2.8485 -0.0176 6.8257
H 1.2538 0.0267 8.7115
H -1.1481 -0.4328 8.3051
H -1.9357 -0.9247 6.0171
H 4.6966 -0.5695 3.2602
H 6.3039 -0.0382 1.4703
H 5.4394 0.5727 -0.7968
H 2.9918 0.5620 -1.1698
O -2.8268 -2.7580 0.1443
C -2.0393 -1.8824 0.4181
O -0.7389 -2.0136 0.4180
C -2.5626 -0.4870 0.8197
P -1.3902 0.7932 0.2803
C -1.5053 2.2038 1.3986
C -2.7395 2.6892 1.8322
C -2.7969 3.7653 2.7014
C -1.6230 4.3689 3.1381
C -0.3930 3.8956 2.7084
C -0.3348 2.8110 1.8428
C -2.0750 1.3521 -1.3021
C -1.9115 2.6656 -1.7329
C -2.4496 3.0699 -2.9469
C -3.1586 2.1707 -3.7312
C -3.3276 0.8603 -3.3031
C -2.7842 0.4495 -2.0956
H -2.6130 -0.4516 1.9079
H -3.5652 -0.3324 0.4248
H -3.6575 2.2286 1.4868
H -3.7553 4.1374 3.0372
H -1.6708 5.2106 3.8161
H 0.5191 4.3691 3.0466
H 0.6278 2.4340 1.5133
H -1.3732 3.3789 -1.1207
H -2.3252 4.0941 -3.2730
H -3.5883 2.4924 -4.6704
H -3.8852 0.1568 -3.9071
H -2.9447 -0.5689 -1.7611
Te 0.9669 -1.3707 -2.1011
C -0.0354 -3.0644 -2.8073
C -1.4176 -3.0911 -2.9282
C -2.0354 -4.2316 -3.4188
C -1.2743 -5.3323 -3.7847
C 0.1063 -5.3027 -3.6545
C 0.7339 -4.1675 -3.1590
C 1.2189 -0.2812 -3.8741
C 2.3086 -0.5688 -4.6921
C 2.4801 0.1345 -5.8763
C 1.5764 1.1254 -6.2346
C 0.4992 1.4164 -5.4110
C 0.3164 0.7148 -4.2265
H -2.0174 -2.2442 -2.6260
H -3.1134 -4.2605 -3.5017
H -1.7611 -6.2208 -4.1644
H 0.6984 -6.1647 -3.9311
H 1.8096 -4.1479 -3.0461
H 3.0119 -1.3436 -4.4160
H 3.3198 -0.0938 -6.5193
H 1.7138 1.6725 -7.1578
H -0.2057 2.1898 -5.6875
H -0.5238 0.9424 -3.5877
*
```

Calculated values
**Kohn-Sham gap (alpha / beta)**: 7.0 / 6.8 eV
**HOMO (alpha / beta)**: -0.3830 / -0.3831 Eh
**E_LUMO (alpha / beta)**: -3.383 / -3.643 eV
**DFT total energy**: -116930.7365 eV


# 6
C4H16BrCuN8O4 | ωB97M-V/def2-TZVPD

Geometry as ORCA input:
```
! wB97M-V def2-TZVPD RIJCOSX def2/J DEFGRID3
* xyz 1 2
Cu 2.0701 -3.1695 -0.8398
Br 0.4379 -1.4146 0.3129
C -2.3543 2.0444 -1.2383
O -3.2366 2.6351 -1.8569
N -1.0484 2.3916 -1.3047
N -2.6313 1.0209 -0.3874
H -0.8827 3.2216 -1.8484
H -0.2969 1.9460 -0.8157
H -3.6020 0.8713 -0.1811
H -1.8840 0.4040 -0.1110
C -2.2164 -3.5031 3.1066
O -1.6617 -4.4479 2.5707
N -3.3672 -3.6277 3.8464
N -1.8655 -2.1868 2.9362
H -3.7125 -2.8361 4.3479
H -3.7613 -4.5468 3.9350
H -2.3740 -1.4451 3.3686
H -1.1173 -2.0704 2.2781
C 2.2497 2.2568 0.9900
O 1.1630 2.3248 0.3915
N 2.8972 3.3860 1.3783
N 2.8507 1.0776 1.1838
H 3.5624 3.2049 2.1155
H 2.3857 4.2498 1.3824
H 3.7480 0.9278 1.6078
H 2.3289 0.2887 0.8518
C 1.5807 -0.7970 -3.2250
O 1.7295 -1.8573 -2.5638
N 1.8581 -0.7407 -4.5398
N 1.1139 0.3259 -2.6828
H 1.5395 -0.0106 -5.1519
H 2.4760 -1.3954 -4.9877
H 1.0970 0.3035 -1.6770
H 0.9236 1.1685 -3.1920
*
```

Calculated values
**Kohn-Sham gap (alpha / beta)**: 6.5 / 3.2 eV
**HOMO (alpha / beta)**: -0.4288 / -0.4281 Eh
**E_LUMO (alpha / beta)**: -5.189 / -8.404 eV
**DFT total energy**: -139196.0971 eV


# 7
C4H12N2O2 | ωB97M-V/def2-TZVPD

Geometry as ORCA input:
```
! wB97M-V def2-TZVPD RIJCOSX def2/J DEFGRID3
* xyz 0 1
C -1.0421 -1.2838 -0.0420
C -1.0011 0.2744 -1.9296
N -0.3330 -0.1840 -0.7074
H 0.8829 -0.3989 -0.7177
H -2.0066 -0.9555 0.3550
H -2.0350 0.5668 -1.7229
H -0.4338 -1.6751 0.7704
H -1.2175 -2.0864 -0.7610
H -0.4664 1.1350 -2.3212
H -0.9981 -0.5312 -2.6655
C -0.2169 0.9224 1.6864
N 1.8616 0.0291 0.0963
C 0.1698 1.0378 0.2323
O 2.2371 -0.8198 1.1972
O 0.3085 2.0945 -0.3534
H 2.6206 -1.6056 0.7873
H 2.6065 0.7110 -0.0376
H -1.3009 1.0239 1.7867
H 0.1091 -0.0092 2.1416
H 0.2553 1.7544 2.2054
*
```

Calculated values
**Kohn-Sham gap**: 9.3 eV
**HOMO**: -0.3133 Eh
**E_LUMO**: 0.745 eV
**DFT total energy**: -11414.1516 eV


# 8
C4H13O4 | ωB97M-V/def2-TZVPD

Geometry as ORCA input:
```
! wB97M-V def2-TZVPD RIJCOSX def2/J DEFGRID3
* xyz -1 1
C 1.1571 0.7009 0.2707
C -0.2953 0.2856 0.1152
C -0.7069 0.2374 -1.3196
O -2.2142 0.2869 -1.4234
C 2.1291 -0.2818 -0.4485
O 1.8959 -1.5829 -0.0296
H 1.3446 1.6809 -0.2105
H 1.3893 0.7871 1.3318
H -0.9923 0.7974 0.7813
H -0.3080 -0.7466 0.5071
H -0.3827 -0.6878 -1.7882
H -0.5346 1.1724 -1.8522
H -2.5283 -0.5702 -1.1021
H 2.0261 -0.2598 -1.5473
H 3.1353 0.0297 -0.1104
H -3.2559 1.2165 -0.1281
H -3.0934 2.6203 0.4101
O -3.4576 1.7676 0.6588
H 1.7771 -3.1982 2.4102
H 1.5927 -1.8791 1.2667
O 1.3221 -2.3762 2.2079
*
```

Calculated values
**Kohn-Sham gap**: 7.0 eV
**HOMO**: -0.1330 Eh
**E_LUMO**: 3.384 eV
**DFT total energy**: -12548.7696 eV


# 9
C26H32ClInO4 | ωB97M-V/def2-TZVPD

Geometry as ORCA input:
```
! wB97M-V def2-TZVPD RIJCOSX def2/J DEFGRID3
* xyz 0 1
O 2.4808 -0.7981 0.3559
C 2.6190 -2.1383 1.0296
C 4.0869 -2.2334 0.6846
H 1.9400 -2.8269 0.5138
H 2.4504 -2.0602 2.1170
C 3.9566 -0.7991 0.1716
H 4.3061 -2.9837 -0.0679
H 4.7381 -2.3373 1.5532
C 4.4054 -0.5396 -1.2478
H 4.5055 -1.4791 -1.7976
H 5.3853 -0.0443 -1.2095
H 3.7134 0.1337 -1.7684
C 4.5918 0.1774 1.1396
H 4.3274 -0.0613 2.1796
H 4.2570 1.1929 0.8888
H 5.6851 0.1372 1.0112
In 0.6404 0.1769 0.8938
C -1.3755 2.6101 3.4400
C -2.0226 1.3719 3.7341
C -1.0701 0.5175 4.3490
H -3.0662 1.1381 3.5298
C 0.1619 1.2255 4.4458
C -0.0329 2.5343 3.9095
H 0.7252 3.3103 3.8194
H -1.8116 3.4241 2.8741
H -1.2626 -0.5021 4.6714
H 1.0796 0.8297 4.8653
C -1.9133 3.2089 -0.4000
C -0.8118 3.9766 0.0611
C 0.3720 3.4657 -0.5349
H -0.8785 4.8201 0.7399
C 0.0092 2.3478 -1.3393
C -1.4034 2.1968 -1.2557
H -1.9793 1.4464 -1.7809
H -2.9625 3.3899 -0.1852
H 1.3760 3.8770 -0.4224
H 0.6841 1.7163 -1.9161
O 2.5219 -2.5920 -3.2225
C 1.8975 -1.4210 -3.7918
C 0.4268 -1.3799 -3.3379
H 1.9784 -1.4413 -4.9099
H 2.4768 -0.5494 -3.4550
C 0.3716 -2.4485 -2.2250
H -0.2328 -1.7062 -4.1770
H 0.1474 -0.3890 -2.9596
C 1.4944 -3.4153 -2.6203
H -0.6062 -2.9233 -2.1578
H 0.5971 -1.9425 -1.2663
H 1.0655 -4.1349 -3.3553
H 1.9784 -3.9678 -1.8026
Cl -7.8868 0.1654 -0.8833
C -6.2280 0.0328 -0.5111
C -5.6177 1.0414 0.2507
C -4.2976 0.8703 0.6634
C -3.5805 -0.2861 0.3248
C -4.1720 -1.2334 -0.5166
C -5.4953 -1.0845 -0.9377
C -2.1384 -0.4459 0.7364
O -1.5850 0.6542 1.1398
O -1.4899 -1.5197 0.6376
H -6.1677 1.9421 0.5218
H -3.8036 1.6577 1.2275
H -3.5853 -2.0866 -0.8436
H -5.9756 -1.8186 -1.5807
*
```

Calculated values
**Kohn-Sham gap (alpha / beta)**: 5.2 / 5.7 eV
**HOMO (alpha / beta)**: -0.2550 / -0.2572 Eh
**E_LUMO (alpha / beta)**: -1.715 / -1.319 eV
**DFT total energy**: -53361.4679 eV


The records above yield relative energy (zero: lowest compared OMol25 entry of this formula, charge and spin) values of 74.44 43.99 7.81 98.22 0.00 16.16 116.81 33.73 56.65 kcal/mol, respectively.